No. 1
Computed, not measured: an isolated molecule of C17H25FN2O, with ωB97M-V/def2-TZVPD.

Calculated values
ΔE to the lowest compared entry with this formula, charge and spin: 0.0 kcal/mol
SMILES: CCN(CC)C(=O)[C@@H]1CCCN(Cc2cccc(F)c2)C1

Last column: Löwdin charge in e.
Geometry (Å):
C1 2.165 1.742 -2.860  -0.061
C2 0.684 1.477 -3.135  -0.208
N1 0.370 0.076 -3.330  -0.064
C3 0.152 -0.363 -4.699  -0.205
C4 1.432 -0.406 -5.528  -0.074
C5 0.262 -0.851 -2.346  -0.429
O1 0.006 -2.017 -2.596  0.056
C6 0.445 -0.418 -0.897  -0.217
C7 1.593 -1.219 -0.276  -0.150
C8 1.670 -0.917 1.215  -0.167
C9 0.327 -1.203 1.875  -0.189
N2 -0.710 -0.391 1.260  -0.169
C10 -1.966 -0.500 1.979  -0.156
C11 -1.874 0.146 3.335  -0.219
C12 -1.222 1.366 3.478  -0.047
C13 -1.136 1.982 4.713  -0.072
C14 -1.706 1.395 5.831  -0.019
C15 -2.354 0.185 5.674  -0.272
F1 -2.914 -0.403 6.754  0.053
C16 -2.444 -0.451 4.450  0.034
C17 -0.852 -0.733 -0.142  -0.142
H1 2.487 1.253 -1.946  0.061
H2 2.779 1.373 -3.676  0.065
H3 2.330 2.812 -2.758  0.076
H4 0.076 1.886 -2.321  0.116
H5 0.393 2.001 -4.049  0.120
H6 -0.579 0.303 -5.169  0.120
H7 -0.273 -1.367 -4.636  0.113
H8 1.218 -0.841 -6.501  0.072
H9 1.840 0.590 -5.681  0.061
H10 2.176 -1.023 -5.030  0.081
H11 0.652 0.644 -0.787  0.123
H12 1.401 -2.282 -0.436  0.123
H13 2.537 -0.970 -0.768  0.116
H14 2.446 -1.523 1.686  0.113
H15 1.919 0.136 1.364  0.116
H16 0.372 -0.951 2.938  0.122
H17 0.095 -2.280 1.785  0.133
H18 -2.293 -1.550 2.085  0.129
H19 -2.730 0.027 1.397  0.132
H20 -0.774 1.816 2.606  0.112
H21 -0.624 2.927 4.811  0.105
H22 -1.654 1.857 6.804  0.114
H23 -2.956 -1.399 4.378  0.124
H24 -1.669 -0.137 -0.563  0.133
H25 -1.096 -1.799 -0.289  0.137

Forces on atoms 1 to 3 (eV/Å):
C -0.279 0.038 -0.084
C 0.261 0.202 0.277
N -0.127 0.057 -0.338

---

No. 2
Computed, not measured: a cluster of 13 separate species, C21H66N25O13 in total, with ωB97M-V/def2-TZVPD.

Calculated values
charge: -2
2S+1: 2

Last column: Löwdin spin population.
Geometry (Å):
C1 -0.535 1.120 -0.556  0.000
C2 -0.412 0.762 0.940  0.000
C3 -0.968 -0.596 1.256  0.002
C4 -0.086 -1.793 0.775  0.025
C5 1.351 -1.602 1.068  0.013
C6 1.994 -0.181 0.870  0.001
N1 1.030 0.862 1.473  0.001
O1 1.622 2.217 1.449  0.000
C7 2.424 0.022 -0.682  0.002
C8 3.324 -0.476 1.724  0.001
C9 -1.283 1.839 1.703  0.000
H1 -0.211 2.115 -0.863  0.000
H2 -1.591 0.994 -0.796  0.000
H3 -0.074 0.361 -1.187  0.001
H4 -2.013 -0.778 1.006  0.000
H5 -1.108 -0.615 2.337  0.001
H6 -0.253 -2.000 -0.282  0.016
H7 -0.516 -2.725 1.143  0.014
H8 1.767 -2.444 0.515  0.015
H9 1.550 -1.882 2.103  0.001
H10 2.321 -0.897 -1.258  0.002
H11 3.472 0.298 -0.562  0.000
H12 1.951 0.809 -1.270  0.000
H13 3.959 0.406 1.803  0.000
H14 4.045 -1.196 1.338  0.000
H15 3.136 -0.679 2.778  0.000
H16 -2.336 1.927 1.435  0.000
H17 -0.790 2.781 1.462  0.000
H18 -1.271 1.642 2.775  0.000
C10 4.369 -4.555 1.120  0.026
O2 5.281 -4.523 1.949  0.005
N2 3.115 -4.279 1.335  0.031
N3 4.549 -4.904 -0.143  0.029
H19 2.687 -3.808 2.119  0.002
H20 2.443 -4.515 0.619  0.069
H21 5.478 -5.105 -0.483  0.004
H22 3.820 -5.228 -0.762  0.066
C11 0.437 -2.651 -3.205  0.049
O3 0.264 -1.665 -3.977  0.014
N4 -0.157 -3.802 -3.218  0.075
N5 1.455 -2.783 -2.445  0.053
H23 -0.028 -4.303 -2.351  0.146
H24 -0.776 -4.136 -3.944  0.015
H25 2.104 -2.021 -2.308  0.004
H26 1.129 -3.292 -1.636  0.086
C12 2.508 1.127 -4.528  0.001
O4 3.263 1.793 -5.328  0.000
N6 1.534 1.645 -3.776  0.000
N7 2.547 -0.167 -4.406  0.001
H27 1.440 2.635 -3.952  0.000
H28 1.052 1.126 -3.057  0.000
H29 3.236 -0.563 -5.028  0.001
H30 1.727 -0.599 -4.005  0.000
C13 -2.673 -0.781 -4.669  0.002
O5 -3.872 -0.980 -4.729  0.001
N8 -1.863 -1.359 -5.494  0.002
N9 -1.982 -0.054 -3.805  0.001
H31 -0.904 -1.103 -5.310  0.000
H32 -2.154 -1.454 -6.457  0.000
H33 -1.139 -0.583 -3.634  0.001
H34 -2.452 0.485 -3.091  0.000
C14 0.821 0.916 5.286  0.000
O6 0.732 0.958 6.505  0.000
N10 1.597 1.786 4.564  0.000
N11 0.213 0.060 4.450  0.000
H35 1.817 1.481 3.627  0.000
H36 1.619 2.746 4.878  0.000
H37 -0.033 -0.852 4.808  0.001
H38 0.356 0.208 3.461  0.000
C15 -0.459 5.291 3.446  0.000
O7 -0.643 6.484 3.540  0.000
N12 0.347 4.737 2.562  0.000
N13 -1.052 4.417 4.194  0.000
H39 0.594 5.401 1.842  0.000
H40 0.321 3.764 2.295  0.000
H41 -1.679 4.656 4.950  0.000
H42 -0.699 3.477 4.092  0.000
C16 -2.158 6.525 -0.237  0.000
O8 -3.210 6.747 -0.930  0.000
N14 -1.769 5.329 0.123  0.000
N15 -1.485 7.541 0.260  0.000
H43 -2.368 4.574 -0.178  0.000
H44 -0.987 5.295 0.762  0.000
H45 -1.847 8.465 0.073  0.000
H46 -0.515 7.484 0.534  0.000
C17 -3.117 3.112 -2.571  0.000
O9 -3.518 3.576 -1.527  0.000
N16 -3.789 2.659 -3.549  0.000
N17 -1.835 3.152 -2.994  0.000
H47 -3.350 2.242 -4.358  0.000
H48 -4.791 2.752 -3.624  0.000
H49 -1.178 3.596 -2.369  0.000
H50 -1.451 2.797 -3.859  0.000
C18 -0.100 -5.778 2.631  0.053
O10 -1.248 -5.405 2.610  0.022
N18 0.452 -6.819 2.020  0.044
N19 0.729 -4.953 3.165  0.010
H51 -0.065 -7.559 1.567  0.024
H52 1.434 -6.867 2.252  0.015
H53 1.540 -5.335 3.632  0.004
H54 0.312 -4.062 3.391  0.002
C19 4.821 2.758 -0.950  0.000
O11 5.973 2.972 -1.213  0.000
N20 3.906 2.714 -1.796  0.000
N21 4.302 2.787 0.246  0.000
H55 4.151 2.911 -2.756  0.000
H56 2.930 2.682 -1.536  0.000
H57 3.320 2.670 0.452  0.000
H58 4.970 3.161 0.906  0.000
C20 -4.121 -1.256 -1.352  0.002
O12 -4.332 -0.149 -1.796  0.001
N22 -5.085 -1.943 -0.835  0.001
N23 -2.943 -1.833 -1.423  0.005
H59 -5.996 -1.514 -0.754  0.000
H60 -4.934 -2.833 -0.383  0.001
H61 -2.960 -2.833 -1.289  0.017
H62 -2.305 -1.344 -2.035  0.001
C21 -4.119 -2.901 2.627  0.001
O13 -5.279 -2.861 2.356  0.001
N24 -3.250 -3.589 1.963  0.003
N25 -3.380 -2.339 3.493  0.001
H63 -3.710 -3.947 1.137  0.006
H64 -2.308 -3.813 2.250  0.002
H65 -3.746 -1.634 4.116  0.000
H66 -2.380 -2.354 3.350  0.001

Forces on atoms 1 to 3 (eV/Å):
C -0.706 -1.066 -0.042
C 0.434 2.098 -0.355
C 0.177 -1.618 0.413

---

No. 3
Computed, not measured: a structure of composition C19H28Cl5FeN3O5S, with ωB97M-V/def2-TZVPD.

Calculated values
charge: +1
2S+1: 2
ΔE to the lowest compared entry with this formula, charge and spin: 6.6 kcal/mol

Last column: Löwdin spin population.
Geometry (Å):
Fe1 1.115 -0.107 -1.612  0.969
O1 -1.368 -4.250 -1.684  0.000
C1 -0.871 -3.025 -1.873  0.000
O2 -1.493 -2.006 -1.842  0.002
C2 0.631 -3.130 -2.136  -0.001
O3 1.183 -1.941 -2.690  0.000
C3 0.831 -1.675 -4.063  -0.001
C4 0.094 -0.327 -4.179  0.001
O4 -0.435 -0.012 -5.209  0.011
O5 0.160 0.448 -3.122  0.020
H1 -2.316 -4.165 -1.497  0.000
H2 0.819 -3.965 -2.813  0.000
H3 1.153 -3.332 -1.199  0.000
H4 0.238 -2.494 -4.464  0.000
H5 1.766 -1.616 -4.622  0.000
Cl1 0.768 2.272 -0.882  -0.009
C5 2.086 2.270 -2.006  0.000
C6 2.447 0.996 -2.360  -0.044
C7 3.453 0.848 -3.297  -0.004
Cl2 4.028 -0.730 -3.725  0.000
C8 4.066 1.972 -3.859  -0.003
Cl3 5.317 1.782 -5.018  -0.002
C9 3.669 3.256 -3.475  0.004
Cl4 4.424 4.635 -4.154  0.002
C10 2.661 3.419 -2.525  -0.002
Cl5 2.132 4.965 -2.014  -0.001
C11 -5.038 1.413 1.373  0.000
C12 -4.250 0.118 1.518  0.000
C13 -3.400 -0.226 0.296  0.001
C14 -2.371 0.838 -0.072  0.001
N1 -1.515 1.210 1.056  0.006
C15 -0.410 0.580 1.445  0.011
S1 0.187 -0.798 0.610  0.030
N2 0.228 1.040 2.519  0.006
C16 1.423 0.461 3.127  0.001
C17 1.148 -0.760 4.001  0.001
C18 0.414 -0.476 5.310  0.000
C19 -1.076 -0.188 5.163  0.000
H6 -5.683 1.579 2.234  0.000
H7 -5.670 1.391 0.485  0.000
H8 -4.391 2.289 1.285  0.000
H9 -4.943 -0.707 1.695  0.000
H10 -3.615 0.163 2.408  0.000
H11 -4.044 -0.362 -0.576  0.000
H12 -2.879 -1.172 0.460  0.000
H13 -2.851 1.759 -0.402  0.000
H14 -1.737 0.490 -0.885  0.000
H15 -1.861 1.946 1.656  0.000
H16 -0.172 1.840 2.987  0.000
H17 1.876 1.258 3.718  0.000
H18 2.118 0.212 2.325  0.000
H19 2.119 -1.210 4.225  0.000
H20 0.593 -1.495 3.413  0.000
H21 0.904 0.353 5.831  0.000
H22 0.536 -1.346 5.957  0.000
H23 -1.278 0.784 4.711  0.000
H24 -1.568 -0.189 6.135  0.000
H25 -1.562 -0.947 4.546  0.000
N3 2.819 -0.883 -0.665  0.001
H26 2.604 -1.558 0.064  0.000
H27 3.403 -0.163 -0.249  0.001
H28 3.386 -1.330 -1.384  0.000

Forces on atoms 1 to 3 (eV/Å):
Fe -0.138 -0.753 -0.150
O -0.102 0.093 0.089
C 0.427 -0.282 -0.130

---

Number 1: E -25780.6562 eV, maximum force 0.47 eV/A. Number 2: E -86722.1097 eV, maximum force 8.77 eV/A. Number 3: E -142694.7096 eV, maximum force 1.15 eV/A.